Molecular formula: C3H6N2O2
Method: DFT, ωB97M-V with the def2-TZVPD basis set

Output
frontier orbital gap: 8.19 eV
SMILES: C/N=N/C(O)=C\O
E_HOMO: -7.9 eV
total charge: 0
multiplicity: 1
calculated total energy: -377.79767 hartree

Last column: Mulliken charge in e.
Atoms and positions in Å:
C (-1.31, 1.11, 1.53)  -0.67
N (-1.00, 0.62, 0.18)  -0.07
N (0.19, 0.82, -0.12)  -0.37
C (0.66, -0.04, -1.08)  0.26
O (0.82, 0.44, -2.36)  -0.48
C (1.00, -1.31, -0.80)  -0.08
O (0.90, -1.86, 0.45)  -0.50
H (-1.91, 2.02, 1.48)  0.27
H (-0.41, 1.30, 2.12)  0.36
H (-1.90, 0.34, 2.05)  0.25
H (0.50, 1.35, -2.29)  0.34
H (1.37, -1.99, -1.55)  0.34
H (1.09, -2.81, 0.38)  0.34


Molecular formula: C24H37O9PS
Method: DFT, ωB97M-V with the def2-TZVPD basis set

Output
frontier orbital gap: 9.91 eV
SMILES: COCCCCCCCCCCC[C@]1(CC(=O)c2ccccc2)OS(=O)(=O)O[C@]1(CC(=O)O)[PH2]=O
E_HOMO: -9.7 eV
total charge: 0
multiplicity: 1
calculated total energy: -2353.36453 hartree

Last column: Mulliken charge in e.
Atoms and positions in Å:
C (-2.07, -0.68, 5.79)  -0.71
O (-2.07, -1.76, 4.88)  -0.45
C (-1.67, -1.40, 3.58)  -0.50
C (-0.75, -2.47, 2.97)  -0.35
C (-1.37, -3.19, 1.78)  -0.24
C (-0.35, -4.09, 1.06)  -1.31
C (0.62, -3.27, 0.19)  0.87
C (0.59, -3.63, -1.29)  -1.53
C (1.17, -2.51, -2.17)  -0.63
C (0.14, -1.53, -2.76)  -0.08
C (-1.14, -1.37, -1.94)  1.26
C (-1.98, -0.14, -2.31)  -1.83
C (-1.20, 1.18, -2.41)  -1.09
C (-0.39, 1.63, -1.21)  0.32
C (0.45, 2.86, -1.70)  -0.90
C (1.59, 2.43, -2.62)  -0.22
O (1.37, 2.30, -3.80)  -0.59
C (2.97, 2.21, -2.10)  0.19
C (3.52, 0.93, -2.09)  -0.09
C (4.81, 0.74, -1.63)  -0.77
C (5.56, 1.82, -1.18)  -0.47
C (5.02, 3.10, -1.21)  -0.72
C (3.72, 3.29, -1.65)  -0.04
O (0.60, 0.66, -0.68)  0.51
S (1.10, 1.10, 0.77)  1.05
O (0.94, -0.04, 1.62)  -0.57
O (2.32, 1.82, 0.79)  -0.70
O (-0.06, 2.19, 1.02)  -0.68
C (-1.18, 1.95, 0.07)  0.82
C (-1.97, 3.25, -0.03)  -0.70
C (-3.28, 3.38, 0.74)  0.19
O (-4.35, 3.32, 0.23)  -0.51
O (-3.10, 3.65, 2.08)  -0.51
P (-2.09, 0.55, 0.94)  0.75
O (-3.49, 0.32, 0.54)  -0.91
H (-2.54, -1.02, 6.71)  0.28
H (-2.64, 0.17, 5.39)  0.25
H (-1.05, -0.34, 5.99)  0.31
H (-2.56, -1.29, 2.95)  0.36
H (-1.15, -0.44, 3.58)  0.34
H (0.16, -1.97, 2.61)  0.11
H (-0.50, -3.19, 3.74)  0.65
H (-2.24, -3.77, 2.09)  0.49
H (-1.73, -2.46, 1.05)  0.13
H (-0.85, -4.86, 0.48)  0.42
H (0.22, -4.61, 1.83)  0.40
H (1.63, -3.44, 0.55)  0.55
H (0.44, -2.20, 0.34)  -0.75
H (1.23, -4.51, -1.43)  0.54
H (-0.40, -3.95, -1.63)  0.44
H (1.89, -1.97, -1.55)  0.06
H (1.74, -2.97, -2.98)  0.58
H (-0.13, -1.86, -3.77)  0.51
H (0.65, -0.57, -2.89)  -0.46
H (-0.91, -1.33, -0.87)  -1.22
H (-1.76, -2.25, -2.07)  0.92
H (-2.38, -0.33, -3.31)  0.59
H (-2.84, -0.05, -1.66)  0.52
H (-0.58, 1.16, -3.30)  0.59
H (-1.93, 1.98, -2.55)  0.50
H (-0.21, 3.45, -2.35)  0.52
H (0.79, 3.49, -0.88)  0.77
H (2.94, 0.09, -2.43)  0.48
H (5.23, -0.26, -1.61)  0.42
H (6.56, 1.66, -0.81)  0.40
H (5.61, 3.94, -0.88)  0.39
H (3.29, 4.28, -1.65)  0.44
H (-2.17, 3.51, -1.06)  0.40
H (-1.29, 4.01, 0.37)  0.45
H (-3.33, 2.87, 2.60)  0.35
H (-1.96, 1.00, 2.27)  -0.05
H (-1.24, -0.56, 0.87)  -0.56